[1]
Formula: C14H13F2N
Source: the OMol25 dataset
Level of theory: the ωB97M-V functional and the def2-TZVPD basis

Geometry (Å):
F  -3.20482  3.32339  -2.48042
C  -1.94947  3.32974  -1.98492
C  -1.44941  2.16602  -1.44098
C  -0.16069  2.17386  -0.93529
C  0.58850  3.34248  -0.94296
C  0.05135  4.49560  -1.47633
C  -1.21533  4.49957  -2.01324
H  -2.07166  1.28029  -1.40212
H  0.24385  1.27365  -0.49314
H  1.58096  3.35899  -0.51381
H  0.62344  5.41294  -1.42415
H  -1.61201  5.42613  -2.40710
F  -0.07614  -5.54810  1.54526
C  -0.16104  -4.41004  0.83153
C  -0.41305  -3.22889  1.49881
C  -0.53651  -2.06157  0.75120
C  -0.33843  -2.09125  -0.62760
C  -0.07142  -3.28873  -1.26714
C  0.03574  -4.46371  -0.53707
H  -0.48830  -3.26877  2.57949
H  -0.78858  -1.13670  1.25815
H  -0.40785  -1.17489  -1.19381
H  0.09311  -3.26523  -2.33658
H  0.19079  -5.42864  -1.00500
C  2.23657  -0.49928  2.76681
C  1.34949  0.61961  2.44828
N  0.65166  1.51288  2.30680
H  1.93059  -0.91778  3.72218
H  3.26627  -0.16077  2.76591
H  2.10241  -1.27081  2.00723

The gap between HOMO and LUMO is 9.73 eV. For the total energy, the calculation gives -21653.4097 eV. The value obtained for the HOMO energy is -9.1 eV. The value obtained for the energy above the lowest of the compared OMol25 structures with the same formula, charge and spin is 12.0 kJ/mol. The spin multiplicity is 1.


[2]
Formula: C21H16Cl2CrN6O2
Source: the OMol25 dataset
Level of theory: the ωB97M-V functional and the def2-TZVPD basis

Geometry (Å):
Cr  -0.65684  0.03598  0.19544
Cl  1.34302  -6.43522  0.79491
C  1.32467  -4.74868  0.44121
C  0.20078  -4.01070  0.79412
C  0.16581  -2.65459  0.51712
N  -0.88950  -1.75239  0.79396
C  -2.06645  -2.10381  1.41054
O  -2.37416  -3.16769  1.88956
C  -3.05778  -0.95578  1.39478
C  -4.32970  -1.09402  1.90941
C  -5.21044  -0.03001  1.78180
C  -4.79564  1.12585  1.13659
C  -3.50289  1.19288  0.65077
N  -2.65044  0.17340  0.79113
C  1.26389  -2.03877  -0.11306
C  2.37829  -2.77640  -0.46321
C  2.40575  -4.13723  -0.18084
Cl  3.80191  -5.04170  -0.62833
N  1.10754  -0.63921  -0.27789
C  2.14584  0.21840  -0.09870
O  3.30400  0.09379  -0.44615
C  1.72322  1.43207  0.71764
C  2.62958  2.38810  1.12721
C  2.20178  3.37812  2.00182
C  0.88570  3.37776  2.43871
C  0.02919  2.39356  1.97835
N  0.44448  1.44624  1.13667
H  -0.62728  -4.49594  1.28389
H  -4.59849  -2.02904  2.38019
H  -6.21691  -0.10513  2.17096
H  -5.46204  1.96583  1.00421
H  -3.13089  2.06775  0.13312
H  3.22109  -2.30475  -0.94370
H  3.64956  2.31315  0.77631
H  2.89117  4.13496  2.35116
H  0.52227  4.12472  3.12926
H  -1.00852  2.35400  2.28404
C  0.88559  0.59220  -4.24392
N  0.88346  1.59399  -3.16613
C  2.10081  2.39231  -2.96480
C  0.01496  1.49006  -2.21811
N  -0.78854  1.39690  -1.37576
H  1.11672  1.09256  -5.18179
H  -0.09785  0.13591  -4.31413
H  1.63506  -0.17221  -4.03785
H  2.34006  2.90024  -3.89675
H  2.92837  1.74581  -2.67063
H  1.91976  3.13672  -2.19312

The gap between HOMO and LUMO (spin up / spin down) is 6.32 / 6.68 eV. As for the expectation value of S²: 3.79. For the total energy, the calculation gives -88535.3882 eV. The value obtained for the HOMO energy (spin up / spin down) is -10.4 / -10.5 eV. The value obtained for the energy above the lowest of the compared OMol25 structures with the same formula, charge and spin is 0.0 kJ/mol. As for the total charge: +1. The spin multiplicity is 4.